This record from the OMol25 dataset describes a gas-phase ion, C2H7N4S (charge +1) at a distorted geometry. The level of theory is ωB97M-V with the def2-TZVPD basis set.

The geometry in XYZ format:
```
14
Properties=species:S:1:pos:R:3:lowdin_charge:R:1
S 1.982 0.472 1.231 0.8643
N -1.417 -0.799 0.616 0.1166
N -0.101 0.754 -0.166 -0.1443
N 0.207 0.838 -1.628 0.2260
N 0.804 -0.289 0.297 -0.5438
C -1.382 0.277 -0.069 -0.1592
C -0.129 -1.291 0.879 -0.2257
H -0.596 0.601 -2.189 0.1491
H 1.180 0.632 2.303 -0.1000
H 0.682 1.665 -1.941 0.1556
H 0.938 -0.070 -1.506 0.2471
H 0.041 -1.273 2.023 0.1434
H 0.064 -2.298 0.542 0.1271
H -2.272 0.780 -0.393 0.1439
```

The LUMO energy is -0.147 Eh. The molar mass is 119.17 Da. Its SMILES is [NH3+]N1C=NCN1S. For the calculated total energy, the calculation gives -18972.3386 eV. As for the net charge: +1. The energy relative to the best compared isomer or geometry (same formula, charge and spin) comes out at 78.70 kcal per mole. The calculation puts the highest occupied orbital energy at -14.0 eV.



This record from the OMol25 dataset describes 2 unconnected molecules or ions with the total composition C2H7N4S at a distorted geometry. The level of theory is ωB97M-V with the def2-TZVPD basis set.

The geometry in XYZ format:
```
14
Properties=species:S:1:pos:R:3:lowdin_charge:R:1
S 1.660 0.606 -1.826 0.6578
N -0.478 -0.592 0.030 0.0766
N -0.337 0.636 0.399 -0.0932
N -0.441 -2.495 -1.487 0.1641
N 1.254 1.335 -0.433 -0.4607
C -0.748 1.050 1.709 -0.0485
C -0.189 -1.616 -0.592 -0.1327
H -1.677 1.521 1.779 0.0675
H 0.946 2.337 -0.541 0.1153
H 0.009 -3.353 -1.503 0.0970
H -1.249 -2.390 -2.239 0.2155
H -0.924 0.109 2.241 0.0947
H 2.085 1.236 0.264 0.1339
H 0.090 1.617 2.198 0.1127
```

The LUMO energy (spin up / spin down) is -0.193 / -0.193 Eh. The molar mass is 119.17 Da. For the calculated total energy, the calculation gives -18971.1113 eV. As for the net charge: +1. The energy relative to the best compared isomer or geometry (same formula, charge and spin) comes out at 107.00 kcal per mole. The calculation puts the highest occupied orbital energy (spin up / spin down) at -13.1 / -13.1 eV.



This record from the OMol25 dataset describes a molecular structure, C2H7N5O at a distorted geometry. The level of theory is ωB97M-V with the def2-TZVPD basis set.

The geometry in XYZ format:
```
15
Properties=species:S:1:pos:R:3:lowdin_charge:R:1
O -1.184 0.766 -0.761 -0.1191
N 0.249 -1.923 1.177 0.0806
N -0.186 0.131 -0.134 -0.1247
N 0.708 2.170 -0.572 0.0766
N -1.783 -1.649 -0.096 0.0455
N 1.960 0.512 0.602 0.1150
C -0.448 -1.217 0.305 -0.4233
C 1.012 0.889 -0.097 -0.5488
H 1.475 2.931 -0.615 0.1435
H -1.780 -1.435 -1.186 0.1240
H 0.439 2.191 -1.544 0.0826
H -1.796 -2.670 -0.322 0.0862
H -0.455 -2.607 1.606 0.0666
H 2.922 0.954 0.192 0.1215
H -1.361 1.801 -0.124 0.2739
```

The LUMO energy is 0.012 Eh. The molar mass is 117.11 Da. For the calculated total energy, the calculation gives -11680.8614 eV. The energy relative to the best compared isomer or geometry (same formula, charge and spin) comes out at 100.23 kcal per mole. The calculation puts the highest occupied orbital energy at -8.4 eV.



This record from the OMol25 dataset describes a single C2H7N5O molecule at a distorted geometry. The level of theory is ωB97M-V with the def2-TZVPD basis set.

The geometry in XYZ format:
```
15
Properties=species:S:1:pos:R:3:lowdin_charge:R:1
O 2.120 -0.124 -0.470 0.0056
N -0.843 -0.926 1.388 0.1023
N 0.971 2.331 -0.870 0.1383
N 0.864 0.156 0.096 -0.0660
N -1.044 1.270 -0.457 0.0802
N 0.282 -2.173 -0.211 0.1223
C -0.019 -1.035 0.306 -0.4455
C 0.336 1.347 -0.324 -0.5258
H -1.320 1.070 -1.415 0.1084
H 1.948 -0.957 -0.958 0.0878
H -1.553 0.821 0.299 0.0595
H -0.529 -0.207 2.037 0.1137
H -1.010 -1.804 1.866 0.1105
H -0.493 -2.835 -0.208 0.0612
H 0.291 3.066 -1.077 0.0474
```

The LUMO energy is 0.017 Eh. The molar mass is 117.11 Da. Its SMILES is [H]/N=C(\N)N(O)/C(N)=N/[H]. For the calculated total energy, the calculation gives -11682.7808 eV. The energy relative to the best compared isomer or geometry (same formula, charge and spin) comes out at 55.97 kcal per mole. The calculation puts the highest occupied orbital energy at -9.1 eV.



This record from the OMol25 dataset describes a molecular structure, C2H7N5O at a distorted geometry. The level of theory is ωB97M-V with the def2-TZVPD basis set.

The geometry in XYZ format:
```
15
Properties=species:S:1:pos:R:3:lowdin_charge:R:1
O -1.472 0.025 -1.504 0.0042
N 1.510 -2.143 -0.989 -0.1138
N -0.580 1.631 0.824 -0.0578
N 0.514 -1.098 -1.572 -0.0525
N 0.948 -0.085 1.201 0.1248
N -0.792 1.850 2.306 -0.0142
C 0.116 0.541 0.443 -0.4014
C -0.362 -0.165 -0.943 -0.3767
H -1.330 1.940 0.030 0.1994
H 0.239 1.863 2.796 0.1221
H -0.332 -1.862 -2.101 0.2256
H 1.143 -1.020 0.973 -0.0175
H 2.438 -2.402 -1.512 0.0998
H -0.903 0.992 2.893 0.0575
H 0.794 -3.048 -0.437 0.2006
```

The LUMO energy is 0.003 Eh. The molar mass is 117.11 Da. For the calculated total energy, the calculation gives -11679.2138 eV. The energy relative to the best compared isomer or geometry (same formula, charge and spin) comes out at 138.23 kcal per mole. The calculation puts the highest occupied orbital energy at -9.1 eV.



This record from the OMol25 dataset describes a single C2H7N5O molecule at a distorted geometry. The level of theory is ωB97M-V with the def2-TZVPD basis set.

The geometry in XYZ format:
```
15
Properties=species:S:1:pos:R:3:lowdin_charge:R:1
O 1.856 -1.157 0.617 -0.0767
N -1.722 0.598 0.057 -0.0321
N -2.717 -0.413 0.128 0.0197
N 0.387 1.443 -0.007 -0.0109
N 1.817 1.442 -0.082 0.0639
N -0.115 -0.924 -0.471 0.0924
C -0.381 0.368 -0.127 -0.3559
C 1.014 -1.566 -0.222 -0.3735
H 0.043 2.250 0.594 0.1745
H -1.948 1.502 0.344 0.1037
H -2.588 -1.029 -0.663 0.0712
H 2.053 0.548 0.275 0.0062
H -2.845 -0.891 1.050 0.1026
H 1.990 1.617 -1.075 0.0933
H 1.092 -2.558 -0.733 0.1217
```

The LUMO energy is 0.026 Eh. The molar mass is 117.11 Da. Its SMILES is NNC(=NC=O)NN. For the calculated total energy, the calculation gives -11683.3835 eV. The energy relative to the best compared isomer or geometry (same formula, charge and spin) comes out at 42.07 kcal per mole. The calculation puts the highest occupied orbital energy at -9.3 eV.



This record from the OMol25 dataset describes 2 unconnected molecules or ions with the total composition C2H7NO at a distorted geometry. The level of theory is ωB97M-V with the def2-TZVPD basis set.

The geometry in XYZ format:
```
11
Properties=species:S:1:pos:R:3:lowdin_charge:R:1
O -2.831 3.737 -3.840 -0.0665
N 1.721 -1.080 0.729 0.0205
C 1.448 -1.660 1.960 -0.3078
C 0.231 -2.031 2.337 -0.0414
H 0.922 -0.865 0.163 0.0738
H -1.969 3.405 -4.118 0.0312
H 0.050 -2.431 3.328 0.0364
H 2.512 -1.321 0.155 0.0767
H 2.323 -1.826 2.574 0.0982
H -2.818 4.641 -4.184 0.0353
H -0.645 -2.103 1.706 0.0436
```

The LUMO energy is 0.038 Eh. The molar mass is 61.08 Da. Its SMILES is C=CN.O. For the calculated total energy, the calculation gives -5724.2322 eV. The energy relative to the best compared isomer or geometry (same formula, charge and spin) comes out at 23.27 kcal per mole. The calculation puts the highest occupied orbital energy at -8.3 eV.



This record from the OMol25 dataset describes 2 unconnected molecules or ions with the total composition C2H7NO at a distorted geometry. The level of theory is ωB97M-V with the def2-TZVPD basis set.

The geometry in XYZ format:
```
11
Properties=species:S:1:pos:R:3:lowdin_charge:R:1
O 3.935 0.400 -1.676 -0.0493
N -1.005 -0.402 -0.096 -0.0910
C -2.043 -1.113 -0.046 -0.0937
C -0.800 0.617 0.940 -0.1507
H -0.337 1.439 0.389 0.0659
H -2.897 -1.083 0.639 0.0740
H 4.083 0.509 -0.751 0.0117
H -0.099 0.269 1.696 0.0722
H -1.690 1.034 1.402 0.0656
H 2.992 0.190 -1.661 0.0361
H -2.137 -1.858 -0.835 0.0592
```

The LUMO energy is 0.032 Eh. The molar mass is 61.08 Da. Its SMILES is C=NC.O. For the calculated total energy, the calculation gives -5723.9411 eV. The energy relative to the best compared isomer or geometry (same formula, charge and spin) comes out at 29.99 kcal per mole. The calculation puts the highest occupied orbital energy at -9.9 eV.



This record from the OMol25 dataset describes 2 unconnected molecules or ions with the total composition C2H7NO at a distorted geometry. The level of theory is ωB97M-V with the def2-TZVPD basis set.

The geometry in XYZ format:
```
11
Properties=species:S:1:pos:R:3:lowdin_charge:R:1
O -1.634 -1.617 -1.322 -0.4751
N 0.531 -0.656 -0.047 0.0899
C 0.091 1.609 0.909 0.0400
C 0.553 0.794 -0.140 -0.1521
H -0.656 2.392 0.881 0.0546
H 0.737 1.539 1.753 0.0398
H 1.042 1.165 -1.047 0.1148
H 0.809 -1.014 0.888 0.1589
H -2.427 -2.021 -0.941 -0.1061
H 1.376 -1.037 -0.560 0.1686
H -0.420 -1.154 -0.373 0.0665
```

The LUMO energy is -0.034 Eh. The molar mass is 61.08 Da. For the calculated total energy, the calculation gives -5720.0748 eV. The energy relative to the best compared isomer or geometry (same formula, charge and spin) comes out at 119.15 kcal per mole. The calculation puts the highest occupied orbital energy at -7.7 eV.



This record from the OMol25 dataset describes 2 unconnected molecules or ions with the total composition C2H7NO at a distorted geometry. The level of theory is ωB97M-V with the def2-TZVPD basis set.

The geometry in XYZ format:
```
11
Properties=species:S:1:pos:R:3:lowdin_spin:R:1
O 0.692 0.961 -0.204 0.3727
N 1.686 -1.791 0.332 0.4153
C -1.639 1.307 0.055 0.0571
C -0.414 0.563 -0.412 0.0801
H 1.725 -1.902 -0.682 0.0064
H -0.516 -0.464 -0.831 0.0457
H 2.348 -2.411 0.784 0.0110
H -1.327 2.336 0.232 0.0001
H 1.866 -0.802 0.513 0.0087
H -2.053 0.880 0.966 0.0011
H -2.368 1.322 -0.753 0.0017
```

The LUMO energy (spin up / spin down) is -0.176 / -0.364 Eh. The expectation value of S² is 0.760. The molar mass is 61.08 Da. For the calculated total energy, the calculation gives -5714.8761 eV. As for the net charge: +1. The energy relative to the best compared isomer or geometry (same formula, charge and spin) comes out at 37.71 kcal per mole. The calculation puts the highest occupied orbital energy (spin up / spin down) at -17.2 / -14.7 eV. The spin multiplicity is 2.